Entry from OMol25: a molecular structure, C64H173F3N8O24PtS (wB97M-V/def2-TZVPD).

- total charge = 0
- multiplicity = 3
- HOMO energy (spin up / spin down) (Ha) = -0.2830 / -0.3116

XYZ file:
```
274
Properties=species:S:1:pos:R:3:mulliken_charge:R:1
Pt -11.298 -27.440 11.498 1.34
C -13.168 -22.667 11.217 -0.51
F -12.454 -22.797 12.362 0.02
F -13.796 -21.527 11.354 0.04
F -12.248 -22.505 10.201 0.02
S -14.215 -24.114 10.645 0.02
O -13.176 -25.058 10.242 -0.17
O -14.891 -24.579 11.833 -1.03
O -15.080 -23.644 9.634 0.10
C -14.601 -32.316 12.937 -1.51
C -13.596 -31.531 12.157 1.41
C -13.234 -31.972 10.758 -1.22
C -14.263 -31.613 9.707 -1.11
C -14.523 -30.056 9.598 0.14
C -14.975 -29.500 10.938 0.91
N -14.109 -30.054 12.086 0.18
O -14.258 -29.491 13.186 0.69
C -16.416 -29.901 11.119 -1.50
C -14.793 -27.958 10.903 1.05
C -12.272 -31.443 12.939 -1.49
H -15.491 -32.644 12.477 0.35
H -14.800 -31.688 13.809 0.19
H -14.050 -33.147 13.398 0.45
H -13.186 -33.074 10.798 0.44
H -12.229 -31.638 10.496 0.42
H -15.238 -32.046 9.964 0.44
H -14.039 -32.110 8.778 0.45
H -15.300 -29.765 8.851 0.44
H -13.528 -29.588 9.334 -0.77
H -16.592 -30.958 10.986 0.65
H -17.006 -29.467 10.265 0.29
H -16.723 -29.591 12.133 -0.23
H -15.476 -27.633 10.114 0.11
H -13.808 -27.666 10.403 -1.42
H -14.998 -27.348 11.846 -0.34
H -12.405 -31.006 13.935 0.22
H -11.591 -30.783 12.392 0.20
H -11.712 -32.382 12.929 0.44
C -14.226 -20.850 18.587 -1.65
C -15.110 -21.097 17.354 1.90
C -15.553 -22.498 17.204 -0.37
O -14.507 -23.429 16.757 -0.43
C -14.516 -23.576 15.358 0.20
N -16.289 -20.159 17.388 -0.66
H -14.848 -21.032 19.464 0.46
H -13.892 -19.832 18.491 0.40
H -13.369 -21.512 18.579 0.24
H -14.526 -20.773 16.443 -0.62
H -16.454 -22.585 16.599 -0.28
H -15.948 -22.892 18.173 0.37
H -14.477 -22.670 14.744 0.34
H -15.299 -24.197 14.955 0.12
H -13.554 -23.997 15.117 -0.41
H -16.805 -20.366 18.245 0.35
H -16.952 -20.261 16.629 0.02
C -15.327 -25.322 6.722 -1.42
C -14.720 -26.688 7.044 2.34
C -14.782 -27.539 5.755 -0.99
O -16.117 -27.678 5.326 -0.42
C -16.920 -28.531 6.138 -0.60
N -13.306 -26.457 7.508 0.61
H -15.198 -24.927 5.697 0.20
H -15.009 -24.570 7.439 0.23
H -16.412 -25.388 6.818 0.51
H -15.287 -27.112 7.876 -1.29
H -14.263 -28.501 5.822 0.31
H -14.248 -27.032 4.972 0.44
H -17.062 -28.301 7.204 0.15
H -16.455 -29.548 6.140 0.28
H -17.871 -28.629 5.641 0.34
H -12.859 -25.887 6.795 0.13
H -13.354 -25.763 8.263 -0.86
C -9.970 -19.088 7.213 -1.44
C -8.602 -19.782 7.099 0.24
C -7.997 -20.148 8.415 0.75
O -7.552 -19.006 9.068 -0.47
C -6.861 -19.282 10.234 -0.21
N -8.826 -20.894 6.077 -0.46
H -10.685 -19.654 7.820 0.11
H -10.358 -18.948 6.219 0.48
H -9.941 -18.099 7.673 0.39
H -7.955 -18.992 6.663 0.16
H -7.168 -20.877 8.316 -0.38
H -8.641 -20.661 9.147 0.04
H -6.121 -20.075 10.020 0.21
H -7.589 -19.675 10.955 -0.09
H -6.379 -18.395 10.615 0.32
H -7.957 -21.360 5.791 0.22
H -9.301 -20.554 5.275 0.24
C -14.933 -28.308 17.302 -1.86
C -14.960 -28.374 15.776 0.82
C -16.358 -28.959 15.321 -0.21
O -16.350 -30.343 15.492 -0.30
C -17.616 -30.959 15.453 -0.89
N -14.646 -27.092 15.079 0.81
H -14.028 -27.909 17.722 0.45
H -14.971 -29.340 17.697 0.42
H -15.788 -27.702 17.699 0.36
H -14.276 -29.120 15.453 -0.20
H -16.602 -28.683 14.275 -0.36
H -17.094 -28.470 15.985 0.75
H -18.168 -30.953 14.503 0.25
H -18.236 -30.516 16.241 0.39
H -17.354 -31.968 15.779 0.29
H -14.409 -26.394 15.796 -0.01
H -15.490 -26.707 14.657 -0.64
C -20.237 -23.318 15.717 -1.75
C -19.471 -22.584 14.722 1.10
C -19.342 -21.124 15.120 0.17
O -20.592 -20.503 14.991 -0.38
C -20.713 -19.244 15.644 -0.64
N -18.155 -23.148 14.625 0.06
H -19.638 -23.310 16.629 0.32
H -20.435 -24.332 15.384 0.42
H -21.205 -22.824 15.927 0.40
H -19.988 -22.639 13.758 -0.23
H -18.679 -20.659 14.345 -0.33
H -18.906 -21.037 16.136 0.31
H -21.698 -18.847 15.464 0.30
H -19.944 -18.514 15.274 0.16
H -20.554 -19.323 16.723 0.31
H -17.751 -22.791 13.762 -0.15
H -18.324 -24.135 14.484 -0.23
C -11.302 -25.739 15.670 -0.45
C -11.206 -25.860 14.109 1.98
C -9.788 -25.576 13.659 -1.70
O -9.779 -25.473 12.183 -0.23
C -8.538 -25.356 11.485 0.30
N -11.815 -27.097 13.557 0.19
H -11.061 -24.734 15.988 -0.42
H -10.555 -26.452 16.032 0.65
H -12.277 -26.054 16.034 0.02
H -11.780 -25.081 13.639 -0.96
H -9.243 -26.392 13.989 0.64
H -9.265 -24.721 14.100 0.28
H -8.524 -26.070 10.668 -0.06
H -7.619 -25.614 12.098 0.33
H -8.459 -24.347 11.096 -0.49
H -12.842 -27.095 13.835 -0.47
H -11.579 -27.997 13.995 0.34
C -10.768 -28.883 7.386 -1.62
C -10.424 -29.085 8.780 1.80
C -8.973 -29.297 9.062 -1.04
O -8.533 -30.505 8.517 -0.45
C -7.108 -30.513 8.453 -0.75
N -10.914 -27.773 9.428 0.95
H -10.169 -28.084 6.962 0.26
H -11.824 -28.735 7.281 0.17
H -10.571 -29.754 6.811 0.52
H -11.046 -29.894 9.229 -0.75
H -8.813 -29.225 10.133 0.54
H -8.513 -28.478 8.545 0.50
H -6.703 -31.480 8.728 0.28
H -6.664 -29.739 9.084 0.32
H -6.856 -30.304 7.415 0.27
H -11.831 -27.547 8.971 -0.28
H -10.250 -27.095 9.078 -0.60
C -6.959 -21.795 13.100 -0.54
C -6.573 -22.488 14.370 -0.35
O -6.364 -23.877 14.119 -0.48
H -6.080 -21.709 12.455 0.36
H -7.361 -20.839 13.244 0.59
H -7.692 -22.505 12.637 -0.17
H -7.433 -22.466 15.096 -0.04
H -5.721 -22.008 14.865 0.53
H -5.531 -24.177 14.438 0.25
C -13.432 -15.119 12.391 -1.22
C -14.072 -15.972 11.357 0.41
O -13.297 -16.175 10.119 -0.52
H -12.522 -15.566 12.775 0.21
H -14.041 -15.031 13.277 0.37
H -13.195 -14.141 11.960 0.43
H -15.032 -15.467 11.099 0.34
H -14.253 -16.994 11.736 -0.28
H -13.049 -15.273 9.826 0.27
C -4.962 -23.073 8.957 -1.46
C -6.079 -23.487 9.901 1.04
O -5.586 -24.229 10.989 -0.64
H -5.370 -22.637 8.013 0.26
H -4.368 -23.964 8.745 0.44
H -4.384 -22.341 9.472 0.35
H -6.808 -24.053 9.386 -0.10
H -6.577 -22.578 10.240 -0.13
H -6.055 -24.025 11.816 0.25
C -13.662 -21.665 5.744 -0.77
C -12.357 -22.106 5.212 0.02
O -12.241 -23.514 5.192 -0.41
H -14.533 -21.958 5.170 0.29
H -13.640 -20.567 5.793 0.40
H -13.771 -21.944 6.807 -0.02
H -11.653 -21.721 5.964 -0.17
H -12.223 -21.677 4.225 0.49
H -11.642 -23.831 4.514 0.23
C -17.224 -21.963 5.877 -0.39
C -18.654 -22.315 6.178 -0.75
O -18.935 -22.324 7.581 -0.44
H -17.006 -20.937 6.142 0.09
H -16.976 -22.101 4.839 0.59
H -16.626 -22.683 6.424 -0.10
H -18.898 -23.285 5.761 0.37
H -19.333 -21.568 5.759 0.38
H -18.354 -22.956 8.028 0.35
C -19.175 -26.395 12.836 -1.42
C -17.790 -26.469 12.336 1.53
O -16.929 -25.811 13.266 0.24
H -19.450 -25.358 13.005 -0.05
H -19.216 -27.025 13.706 0.39
H -19.874 -26.823 12.141 0.44
H -17.669 -26.005 11.372 0.11
H -17.420 -27.521 12.298 -0.87
H -16.239 -25.341 12.755 0.10
C -10.142 -19.555 12.400 -0.58
C -10.429 -18.766 11.173 -0.06
O -11.140 -17.558 11.489 -0.50
H -11.105 -19.890 12.814 -0.04
H -9.649 -18.949 13.130 0.52
H -9.634 -20.504 12.224 0.11
H -11.083 -19.387 10.558 -0.03
H -9.557 -18.506 10.558 0.34
H -11.444 -17.169 10.649 0.26
C -9.770 -23.385 8.287 -0.54
C -10.458 -24.641 8.144 1.35
O -9.506 -25.789 8.125 -0.59
H -9.415 -23.135 9.296 -0.25
H -10.516 -22.685 7.926 0.04
H -8.924 -23.322 7.563 0.58
H -11.105 -24.819 7.307 -0.08
H -11.180 -24.790 8.967 -0.91
H -8.623 -25.433 8.143 0.20
C -19.477 -22.915 10.823 -1.34
C -17.983 -23.082 10.642 1.98
O -17.684 -24.039 9.587 -0.80
H -19.891 -23.892 11.045 0.26
H -19.888 -22.544 9.891 0.44
H -19.655 -22.178 11.622 0.06
H -17.636 -23.402 11.590 -0.27
H -17.426 -22.151 10.453 -0.48
H -16.708 -24.110 9.556 0.05
C -17.238 -18.156 13.382 -1.34
C -17.450 -19.058 12.253 1.73
O -17.753 -18.335 11.123 -0.69
H -16.598 -17.342 13.143 0.44
H -16.837 -18.626 14.305 0.09
H -18.201 -17.694 13.664 0.22
H -18.201 -19.846 12.403 -0.08
H -16.472 -19.678 12.110 -0.63
H -18.148 -18.859 10.430 0.37
C -15.909 -18.962 7.921 -1.45
C -16.309 -19.940 9.010 1.55
O -17.709 -20.147 9.096 -0.56
H -14.887 -18.626 8.112 0.34
H -16.656 -18.163 7.856 0.32
H -15.875 -19.421 6.916 0.16
H -15.964 -19.539 9.974 -0.11
H -15.851 -20.949 8.826 -0.45
H -18.047 -20.697 8.357 0.15
C -13.856 -18.672 14.587 -0.05
C -12.501 -17.865 14.850 -0.09
O -11.720 -18.670 15.731 -0.37
H -14.498 -18.711 15.472 0.31
H -13.631 -19.655 14.157 0.03
H -14.534 -18.168 13.881 -0.37
H -12.607 -16.821 15.249 0.37
H -11.989 -17.748 13.859 -0.14
H -10.950 -18.145 16.076 0.25
C -10.388 -21.540 15.429 0.36
C -10.544 -22.016 16.843 0.59
O -9.397 -21.893 17.685 -0.63
H -11.371 -21.642 14.965 -0.08
H -9.628 -22.173 14.952 -0.40
H -10.192 -20.486 15.298 0.30
H -10.848 -23.076 16.737 -0.71
H -11.346 -21.559 17.420 0.05
H -8.929 -22.726 17.614 0.34
```